Record 1
26
Properties=species:S:1:pos:R:3:forces:R:3 method="wB97M-V/def2-TZVPD" orbital_gap_ha=0.3634 homo_ev=-8.9 largest_force_ev_per_a=2.0 total_energy_ev=-10628.630 lumo_ev=1.0
C 0.47081 3.32787 1.29973 -0.7 1.2 1.1
C 0.47854 1.86750 1.62161 0.0 0.2 -0.5
C -0.73486 1.17025 1.58335 1.0 0.0 -1.2
C -0.68574 -0.19493 1.35088 -0.8 -0.3 1.6
C 0.49578 -0.92251 1.35182 -0.3 0.9 0.5
C 1.67537 -0.21879 1.54338 0.1 -0.7 0.0
C 1.66298 1.15657 1.72784 0.2 -0.6 -0.2
H -0.02315 3.54303 0.35203 0.1 -0.3 -0.2
H 1.41543 3.86325 1.31447 0.4 -0.4 -0.1
H -0.13693 3.87366 2.03728 0.0 -0.1 -0.1
H -1.64789 1.74535 1.51306 -0.2 -0.2 0.1
H -1.59868 -0.77279 1.40204 -0.3 0.1 -0.4
H 0.37414 -1.99426 1.31673 0.6 -0.1 -0.3
H 2.62593 -0.73552 1.46436 0.0 0.0 0.4
H 2.62387 1.61228 1.92971 -0.1 0.5 -0.3
C 0.34003 -0.67599 -1.79866 -1.4 -0.8 -1.2
C -0.52463 -1.90955 -1.49507 1.1 -0.5 -0.9
C -1.65575 -2.10294 -2.46934 -0.8 -1.2 0.1
H -0.24184 0.23791 -1.94652 0.0 0.2 1.3
H 1.14758 -0.70841 -1.08793 0.4 0.9 -0.2
H 0.61426 -0.77194 -2.85617 0.9 -0.5 0.2
H -0.81847 -2.04157 -0.48491 -0.9 0.8 0.9
H 0.17362 -2.76264 -1.50172 -0.1 -0.1 -0.7
H -2.32281 -2.92699 -2.19449 0.3 -0.2 0.3
H -1.34608 -2.36804 -3.47949 0.3 0.4 -0.1
H -2.36152 -1.29082 -2.49400 0.1 0.8 -0.2

Record 2
100
Properties=species:S:1:pos:R:3:forces:R:3 method="wB97M-V/def2-TZVPD" s2=6.013 orbital_gap_ha="0.2286 / 0.2396" homo_ev="-9.2 / -9.5" largest_force_ev_per_a=0.5 total_energy_ev=-134912.972 multiplicity=5 charge=+1 lumo_ev="-3.0 / -3.0"
Fe 1.61225 0.89173 1.08838 0.2 0.0 0.1
N 2.39604 -1.07401 1.84570 0.0 0.0 -0.1
C 1.50362 -1.69431 2.82176 -0.1 0.0 0.1
C 2.21517 -2.80899 3.61218 -0.1 0.0 0.0
C 1.42929 -3.64248 4.63551 -0.1 0.1 -0.1
C 0.15408 -4.29077 4.09142 0.1 0.0 0.0
N -0.87407 -3.26706 3.96752 0.1 0.4 0.3
C -1.91712 -3.31579 3.17792 -0.1 0.1 -0.1
N -2.26099 -4.44162 2.51942 0.1 0.0 0.1
N -2.64770 -2.20765 2.99871 0.0 -0.1 0.2
C 0.89752 -0.55096 3.66968 -0.1 -0.1 0.0
O 0.01337 -0.84502 4.51337 -0.1 -0.2 0.0
O 1.29519 0.60056 3.40276 0.1 0.0 0.0
H 2.68242 -1.72313 1.12021 0.0 0.0 0.0
H 3.24749 -0.75535 2.30036 0.0 0.0 0.0
H 0.67679 -2.13052 2.25303 0.0 0.0 0.0
H 3.07485 -2.36111 4.11869 0.0 0.0 0.0
H 2.62417 -3.49797 2.86445 0.1 0.0 0.0
H 1.16712 -3.03761 5.50533 0.0 0.0 0.0
H 2.08801 -4.43680 4.98779 0.0 0.0 0.0
H -0.17958 -5.08207 4.76820 0.0 0.0 0.0
H 0.35599 -4.74421 3.11271 0.0 0.0 0.0
H -0.60037 -2.29726 4.34027 0.0 -0.3 -0.2
H -1.89278 -5.32280 2.83210 0.0 0.0 0.0
H -3.12129 -4.46541 1.99745 0.0 0.0 0.0
H -2.24999 -1.32473 3.29347 0.0 0.0 0.0
H -3.37502 -2.18156 2.30137 0.1 0.0 0.1
C 3.72466 3.98564 -0.73018 0.0 0.0 0.0
N 3.62342 2.88018 -1.66311 0.0 0.0 0.0
C 3.43071 2.99359 -3.02246 0.0 0.0 0.0
C 3.45853 1.73628 -3.51728 0.0 0.0 0.0
N 3.67248 0.86054 -2.47524 0.0 0.0 0.0
B 3.99432 -0.64484 -2.76473 0.0 0.0 0.0
N 3.34932 -1.68061 -1.77106 0.0 0.0 0.0
C 4.01270 -2.84549 -1.45419 0.0 0.0 0.0
C 3.15667 -3.67422 -0.81830 0.0 0.0 0.0
N 1.95420 -2.99300 -0.72939 0.0 0.0 0.0
C 0.70966 -3.52916 -0.22482 0.0 0.0 0.0
C 2.09347 -1.77134 -1.31889 0.0 0.0 0.0
S 0.89332 -0.56108 -1.32278 0.0 -0.1 0.0
C 3.75904 1.57249 -1.34501 0.0 0.0 0.0
S 3.97368 0.97781 0.25379 0.0 0.0 0.0
H 3.20524 4.84330 -1.15218 0.0 0.0 0.0
H 4.76975 4.23915 -0.55367 0.0 0.0 0.0
H 3.26849 3.70615 0.21584 0.0 0.0 0.0
H 3.29951 3.94679 -3.50298 0.0 0.0 0.0
H 3.35816 1.38041 -4.52640 0.0 0.0 0.0
H 3.55819 -0.86724 -3.86894 0.0 0.0 0.0
H 5.18515 -0.82048 -2.69477 0.0 0.0 0.0
H 5.04501 -2.98179 -1.72044 0.0 0.0 0.0
H 3.28283 -4.67004 -0.43258 0.0 0.0 0.0
H 0.92775 -4.28415 0.53010 0.0 0.0 0.0
H 0.12883 -3.98269 -1.02963 0.0 0.0 0.0
H 0.12506 -2.71641 0.20465 0.0 0.0 0.0
S -0.95543 0.53814 1.44661 0.0 0.3 0.1
C -1.65501 1.24058 0.11352 0.1 -0.2 0.0
N -2.95843 1.18883 -0.14344 0.0 0.0 0.0
C -3.48236 1.63871 -1.43238 0.0 0.0 0.0
C -2.49457 1.26895 -2.50907 0.0 0.0 0.0
N -1.19369 1.83700 -2.17957 0.0 0.1 0.0
C -0.35055 2.20672 -3.32189 0.0 0.0 0.0
C -0.83636 3.46595 -3.99321 0.0 0.0 0.0
C -0.95546 4.64918 -3.26619 0.0 0.0 0.0
C -1.40253 5.80558 -3.88469 0.0 0.0 0.0
C -1.73165 5.79315 -5.23493 0.0 0.0 0.0
C -1.61394 4.62001 -5.96280 0.0 0.0 0.0
C -1.17136 3.45901 -5.34104 0.0 0.0 0.0
C -0.78757 1.93203 -0.92289 0.0 -0.1 -0.1
S 0.60803 2.69684 -0.45107 -0.1 0.3 0.0
C -3.89785 0.59700 0.79892 0.0 0.0 0.0
C -4.23189 -0.84022 0.46027 0.0 0.0 -0.1
C -3.24602 -1.71357 -0.00265 0.0 0.0 -0.2
C -3.55728 -3.04163 -0.26217 0.0 0.0 -0.1
C -4.84998 -3.51184 -0.05990 0.0 0.0 0.0
C -5.83522 -2.64399 0.38903 0.0 0.0 0.0
C -5.52749 -1.31298 0.63943 0.0 0.0 0.1
H -3.65756 2.71797 -1.41557 0.0 0.0 0.0
H -4.43063 1.13147 -1.60371 0.0 0.0 0.0
H -2.80869 1.68347 -3.46643 0.0 0.0 0.0
H -2.40750 0.18134 -2.60470 0.0 0.0 0.0
H -0.38244 1.36493 -4.01743 0.0 0.0 0.0
H 0.67125 2.30272 -2.95926 0.0 0.0 0.0
H -0.68555 4.66258 -2.21632 0.0 0.0 0.0
H -1.48869 6.72191 -3.31532 0.0 0.0 0.0
H -2.07724 6.69807 -5.71677 0.0 0.0 0.0
H -1.86783 4.60470 -7.01444 0.0 0.0 0.0
H -1.07827 2.54208 -5.91222 0.0 0.0 0.0
H -4.80173 1.20806 0.81543 0.0 0.0 -0.1
H -3.43500 0.65958 1.78372 -0.1 0.0 0.0
H -2.23305 -1.35983 -0.16152 0.0 0.0 0.0
H -2.78959 -3.70645 -0.63906 0.0 0.0 0.0
H -5.09309 -4.54474 -0.27306 0.0 0.0 0.0
H -6.84757 -2.99766 0.53164 0.0 0.0 0.0
H -6.30227 -0.63814 0.98453 0.0 0.0 0.0
C 2.29257 3.80583 4.73064 0.0 -0.1 0.0
C 2.21650 3.31007 3.36728 -0.1 0.1 0.0
N 2.13308 2.91381 2.29642 0.0 -0.1 0.0
H 1.38052 4.34685 4.97452 0.0 0.0 0.0
H 3.14930 4.46754 4.84118 0.0 0.0 0.0
H 2.39545 2.95750 5.40545 0.0 0.0 0.0

Computed ΔE to the lowest compared entry with this formula, charge and spin (eV) in order:
1.1137; 0.3483